No. 1
C35H33N3O8 in the gas phase in a non-equilibrium geometry. Source: OMol25; level of theory: ωB97M-V with the def2-TZVPD basis set.

The SMILES is COC(=O)C1=C(C(=O)OC)[C@@H]2N(Cc3ccccc3)c3ccccc3[C@@]23C[C@@H](C(=O)OC)N(C(=O)COCc2ccccc2)C3=N1. The calculation puts the HOMO-LUMO gap at 7.737 eV. Its calculated total energy is -57681.788 eV. As for the HOMO energy: -7.9215 eV.

Last column: Löwdin charge in e.
Cartesian coordinates (Å):
C -2.26088 -3.93247 -2.95514  -0.0330
O -1.31155 -3.00060 -2.45054  -0.0192
C -1.61049 -2.44628 -1.27573  -0.4498
O -2.62845 -2.64942 -0.67066  0.1308
C -0.54423 -1.48066 -0.84265  -0.0807
C 0.73792 -1.84170 -0.63241  0.0210
C 1.21169 -3.22695 -0.81538  -0.4405
O 2.32323 -3.52438 -1.18201  0.1188
O 0.27145 -4.12908 -0.50634  -0.0341
C 0.63420 -5.49133 -0.68130  -0.0309
C 1.80515 -0.84522 -0.21774  -0.1075
N 2.46750 -1.34624 0.99096  -0.0118
C 3.86444 -1.72791 0.90462  -0.0947
C 4.71302 -0.55082 0.49230  -0.2054
C 4.92000 0.50362 1.37468  -0.0419
C 5.61696 1.62864 0.97181  -0.0839
C 6.11405 1.71350 -0.31837  -0.0899
C 5.91557 0.66651 -1.20174  -0.0804
C 5.21588 -0.45833 -0.79907  -0.0457
C 1.96360 -0.65943 2.07544  -0.1865
C 2.16582 -0.91751 3.42357  -0.0120
C 1.46531 -0.16380 4.35137  -0.0825
C 0.57640 0.82241 3.95593  -0.0811
C 0.38663 1.10039 2.60736  -0.0038
C 1.09585 0.36716 1.68446  -0.0690
C 1.16567 0.49851 0.17474  -0.2004
C 1.90512 1.77656 -0.25083  0.0114
C 0.79015 2.83224 -0.30369  -0.1205
C 0.96438 3.79288 -1.48042  -0.4871
O 1.41584 4.89812 -1.38025  0.1389
O 0.62628 3.20468 -2.62644  -0.0314
C 0.69091 4.02355 -3.78791  -0.0293
N -0.44073 2.05801 -0.44087  0.1025
C -1.63287 2.72561 -0.64325  -0.3386
O -1.63420 3.89026 -0.95758  0.1469
C -2.87287 1.90798 -0.34446  -0.1120
O -2.73527 1.41930 0.97278  -0.1338
C -3.42190 0.20280 1.22295  -0.1530
C -4.90940 0.29051 1.00102  -0.2062
C -5.62966 1.37334 1.48956  -0.0397
C -6.99349 1.45930 1.27612  -0.0830
C -7.65032 0.45877 0.57935  -0.0959
C -6.93779 -0.62449 0.09326  -0.0828
C -5.57120 -0.70644 0.29712  -0.0295
C -0.20611 0.71899 -0.38597  -0.1758
N -1.01555 -0.18636 -0.79062  0.2152
H -2.39980 -4.74848 -2.24347  0.0986
H -3.22172 -3.44104 -3.12043  0.0994
H -1.85481 -4.30282 -3.89276  0.0960
H 0.76331 -5.71430 -1.74272  0.1018
H 1.57048 -5.70274 -0.16080  0.0979
H -0.17850 -6.07868 -0.26179  0.0972
H 2.53688 -0.75434 -1.02880  0.1610
H 4.16788 -2.09948 1.88510  0.1268
H 3.94867 -2.53800 0.17647  0.1120
H 4.52816 0.44282 2.38022  0.1129
H 5.77259 2.44171 1.66570  0.1051
H 6.65652 2.59272 -0.63223  0.1015
H 6.30522 0.72605 -2.20746  0.1025
H 5.06321 -1.27699 -1.48848  0.1161
H 2.84093 -1.69583 3.74488  0.1096
H 1.60841 -0.36052 5.40370  0.1031
H 0.02841 1.38194 4.69779  0.1003
H -0.31424 1.86128 2.29984  0.1125
H 2.69741 2.05395 0.44238  0.1312
H 2.34181 1.63555 -1.24201  0.1394
H 0.75208 3.43722 0.60888  0.1703
H 0.49746 3.36807 -4.63290  0.0943
H 1.67627 4.48611 -3.87082  0.0969
H -0.06663 4.80647 -3.72717  0.1040
H -2.94487 1.08284 -1.06301  0.1328
H -3.75307 2.55817 -0.43931  0.1380
H -3.00171 -0.60026 0.60542  0.0944
H -3.20734 -0.01288 2.27485  0.1401
H -5.11005 2.14884 2.03384  0.1191
H -7.54599 2.30648 1.65592  0.1011
H -8.71606 0.52410 0.41532  0.0987
H -7.44863 -1.40581 -0.45065  0.1006
H -5.00832 -1.54641 -0.08351  0.1027

=====

No. 2
A molecular structure, C35H33N4O6RbS in a non-equilibrium geometry. Source: OMol25; level of theory: ωB97M-V with the def2-TZVPD basis set.

The calculation puts the HOMO-LUMO gap at 5.477 eV. Its calculated total energy is -66567.105 eV. The net charge is -2. As for the HOMO energy: -1.7074 eV.

Last column: Löwdin charge in e.
Cartesian coordinates (Å):
Rb -0.01570 0.38356 -0.12214  0.9862
O -1.39301 -3.98980 -4.16962  0.0186
C -2.52969 -3.28336 -4.24661  -0.2875
C -3.47710 -3.63413 -5.20922  -0.0419
C -4.65813 -2.92574 -5.33942  -0.1306
C -4.91879 -1.85609 -4.50198  -0.1303
C -3.98464 -1.49985 -3.54623  -0.0399
C -2.78744 -2.18911 -3.39785  -0.0639
C -1.77682 -1.66072 -2.42655  -0.4810
O -2.06675 -0.65127 -1.73448  -0.1666
N -0.64992 -2.33437 -2.42294  0.0143
N 0.48113 -1.80561 -1.89249  -0.0363
C 1.12880 -2.40313 -0.97718  -0.1742
C 0.76534 -3.65175 -0.27540  -0.1597
C 1.07961 -4.85169 -0.87538  -0.0824
C 0.78935 -6.06899 -0.27457  -0.1592
C 0.16738 -6.06210 0.96349  -0.1565
C -0.16075 -4.87634 1.58123  -0.0550
C 0.10565 -3.60473 0.99853  -0.4238
O -0.22712 -2.51705 1.57021  -0.1536
H -0.85226 -3.51252 -3.43510  0.0647
H -3.25457 -4.45861 -5.87306  0.1007
H -5.36998 -3.20598 -6.10801  0.0853
H -5.83593 -1.29071 -4.60967  0.0819
H -4.14969 -0.64951 -2.89941  0.1026
H 2.08624 -1.94185 -0.72109  0.1154
H 1.56946 -4.83375 -1.84293  0.1054
H 1.03922 -6.99810 -0.77176  0.0710
H -0.07092 -7.00681 1.45150  0.0814
H -0.65885 -4.88969 2.54573  0.0881
C 0.66156 -0.38363 3.55067  -0.0806
O 1.25468 0.53387 2.66018  -0.1326
C 1.99061 1.54838 3.17847  -0.2187
C 1.92000 1.97466 4.49615  -0.0402
C 2.75020 2.98490 4.97366  -0.1233
C 3.69176 3.55708 4.13670  -0.1319
C 3.76393 3.16419 2.81634  -0.0356
C 2.91585 2.17533 2.29888  -0.1973
N 2.89515 1.86267 0.96983  0.0660
N 3.99989 2.05702 0.33908  0.0687
C 4.05503 2.01033 -0.99668  -0.1686
C 2.88983 1.97013 -1.86561  -0.3846
O 1.72058 1.93461 -1.45889  -0.1565
C 3.17195 2.04644 -3.29419  -0.0004
C 4.41842 2.11668 -3.80171  -0.0484
C 5.56673 2.13930 -2.95463  -0.1917
C 6.86602 2.21387 -3.46782  -0.0696
C 7.95966 2.26023 -2.63712  -0.1329
C 7.77168 2.23343 -1.25278  -0.1155
C 6.50730 2.15436 -0.72846  -0.0420
C 5.37043 2.10184 -1.55284  -0.1144
H 1.34599 -0.64270 4.36706  0.0981
H 0.42693 -1.27075 2.95376  0.0590
H -0.26901 0.00334 3.98388  0.0860
H 1.20628 1.52129 5.16996  0.0981
H 2.67609 3.29990 6.00795  0.0861
H 4.37555 4.30508 4.51628  0.0858
H 4.49853 3.59946 2.15162  0.0969
H 2.30295 2.02699 -3.94048  0.1098
H 4.57260 2.16731 -4.87553  0.1025
H 6.99778 2.23345 -4.54332  0.0984
H 8.95890 2.32531 -3.04837  0.0811
H 8.63234 2.27349 -0.59658  0.0875
H 6.34480 2.12631 0.33740  0.0942
C -3.38346 -1.68941 3.56497  -0.1471
C -3.42177 -0.23118 3.15713  -0.3641
S -2.58138 -0.05353 1.49481  0.8362
O -2.40142 1.40095 1.35345  -0.5957
C -4.07457 -0.45069 0.49121  -0.3573
C -5.04935 0.70438 0.43380  -0.1340
H -3.65577 -1.82046 4.61510  0.0675
H -2.38198 -2.08249 3.39469  0.0613
H -4.07616 -2.26743 2.95878  0.0625
H -2.83880 0.38601 3.83916  0.0749
H -4.43538 0.16036 3.10702  0.0708
H -4.50088 -1.36553 0.89153  0.0824
H -3.64380 -0.64416 -0.49148  0.0418
H -5.66011 0.77383 1.33424  0.0577
H -5.71501 0.60714 -0.42300  0.0700
H -4.47399 1.62526 0.32918  0.0666

=====

No. 3
A molecular structure, C35H33N9SeW. Source: OMol25; level of theory: ωB97M-V with the def2-TZVPD basis set.

The calculation puts the energy above the lowest of the compared OMol25 structures with the same formula, charge and spin at 32.7 kJ/mol. The spin multiplicity is 3. The calculation puts the HOMO-LUMO gap (alpha / beta) at 7.326 / 7.164 eV. Its calculated total energy is -117377.305 eV. The net charge is +4. As for the HOMO energy (alpha / beta): -19.5353 / -19.6026 eV.

Last column: Löwdin charge in e.
Cartesian coordinates (Å):
W 0.12583 -0.04391 0.05904  1.8073
C -2.23833 1.89719 -0.94698  -0.1285
C -2.46608 0.87925 -2.06609  -0.0697
C -1.21338 0.53292 -2.82230  -0.2505
C -1.21639 0.67868 -4.20262  0.0424
C -0.06743 0.44437 -4.94173  0.0444
C 1.09227 0.10539 -4.25475  0.0031
C 1.03442 -0.01883 -2.88761  -0.2058
N -0.09631 0.14445 -2.15094  -0.1006
N -1.78455 1.24067 0.30986  -0.2245
C -1.45622 2.24145 1.36260  -0.0943
C -0.88511 1.46884 2.52985  -0.2669
C -1.10075 1.87187 3.83170  0.0371
C -0.71749 1.04120 4.87875  0.0359
C -0.17872 -0.20007 4.56842  0.0150
C 0.02514 -0.52898 3.24424  -0.0862
N -0.27230 0.29760 2.22566  -0.0516
C -2.94119 0.46280 0.85646  -0.0868
C -2.88614 -0.99046 0.54580  -0.2641
C -4.05334 -1.73088 0.50538  0.0362
C -3.98081 -3.11232 0.42192  0.0404
C -2.71972 -3.69228 0.45806  0.0133
C -1.60482 -2.88451 0.48326  -0.1321
N -1.65312 -1.53195 0.46547  0.0059
H -3.16664 2.43711 -0.75140  0.1518
H -1.50538 2.63942 -1.25371  0.1071
H -3.17653 1.30426 -2.77253  0.1439
H -2.93524 -0.02930 -1.68562  0.1227
H -2.12580 0.99312 -4.69641  0.1440
H -0.06823 0.55504 -6.01887  0.1481
H 2.02672 -0.05212 -4.77614  0.1417
H 1.93878 -0.22599 -2.33718  0.0754
H -2.36184 2.76652 1.67676  0.1608
H -0.78555 3.00633 0.97777  0.1191
H -1.59148 2.81688 4.02925  0.1465
H -0.87895 1.33608 5.90786  0.1453
H 0.07509 -0.90805 5.34542  0.1379
H 0.43083 -1.49627 2.98379  0.0937
H -3.88028 0.90564 0.52537  0.1566
H -2.93746 0.53053 1.94520  0.1497
H -5.01168 -1.23036 0.56136  0.1467
H -4.87744 -3.71601 0.36615  0.1467
H -2.60081 -4.76720 0.47031  0.1401
H -0.63656 -3.34898 0.57726  0.0836
N 2.14961 1.66813 1.75948  0.1126
C 3.03617 0.72362 1.20231  -0.2913
C 4.35939 0.66916 1.61477  0.0473
C 5.23699 -0.15319 0.93366  0.0300
C 4.75352 -0.87698 -0.15158  0.0095
C 3.41853 -0.79894 -0.46285  -0.1243
N 2.53242 -0.03460 0.21378  0.0123
C 1.67162 2.58260 0.80856  -0.3063
C 1.95029 3.93736 0.92141  0.0479
C 1.61944 4.77888 -0.12388  0.0358
C 1.06160 4.22107 -1.27339  0.0109
C 0.77245 2.87982 -1.28986  -0.1110
N 1.00181 2.05022 -0.24016  -0.0159
H 2.54391 2.12943 2.56975  0.1554
H 4.70238 1.29210 2.43113  0.1412
H 6.28204 -0.19895 1.21241  0.1455
H 5.40642 -1.50383 -0.74314  0.1390
H 3.03916 -1.39546 -1.27973  0.1006
H 2.46008 4.31269 1.79990  0.1440
H 1.83882 5.83801 -0.07153  0.1475
H 0.85686 4.82877 -2.14404  0.1407
H 0.34119 2.43950 -2.17683  0.1061
Se 0.36794 -2.87263 -2.01226  1.3026
N 0.86248 -2.01477 -0.43514  -0.4175
C 1.49938 -2.94871 0.32070  -0.3628
C 2.04604 -2.79606 1.60950  -0.0456
C 2.64474 -3.87349 2.21508  0.0186
C 2.73982 -5.14738 1.59581  -0.0008
C 2.23630 -5.34657 0.34978  0.0493
C 1.60238 -4.25724 -0.30696  -0.3326
N 1.05968 -4.34596 -1.50737  -0.1717
H 2.03337 -1.84030 2.10769  0.0791
H 3.07286 -3.74696 3.20202  0.1367
H 3.22261 -5.95653 2.12700  0.1385
H 2.29686 -6.30305 -0.15323  0.1479

=====

Look up the calculated total energy of the third one.
-117377.305 eV

=====

Which value of calculated total energy does entry 1 give?
-57681.788 eV

=====

Which formula does entry 2 have?
C35H33N4O6RbS